Molecular formula: C27H54AlBBrF4N2OSSi2Te
Method: DFT, wB97M-V/def2-TZVPD

Properties
net charge	+1
relative energy (zero: lowest compared OMol25 entry of this formula, charge and spin)	0.4879	eV
Kohn-Sham gap	8.55	eV

XYZ file:
```
95
Properties=species:S:1:pos:R:3:forces:R:3
Al -0.7265 -0.7418 -0.4856 -0.06 0.45 0.59
C 5.2786 3.3862 0.0382 -0.01 0.01 -0.02
C 4.5698 3.6912 -1.2907 -0.05 -0.03 -0.01
C 5.4530 3.2417 -2.4633 -0.01 -0.01 0.00
C 4.3616 5.2031 -1.3868 0.01 0.00 -0.01
C 3.2433 2.9266 -1.3303 0.02 0.09 0.01
C 3.2483 1.5367 -1.2277 0.01 -0.05 -0.01
C 2.0421 0.8830 -1.2124 -0.07 -0.02 0.02
Br 1.9885 -1.0188 -1.0435 0.07 -0.16 -0.01
C 0.7904 1.5036 -1.2942 0.18 -0.11 0.13
O -0.3081 0.7527 -1.2071 -0.19 0.10 -0.44
C 0.7695 2.8920 -1.4506 0.04 0.13 0.00
C 2.0077 3.5489 -1.4539 -0.01 0.01 -0.01
C -0.4919 3.7539 -1.6521 0.00 -0.07 -0.01
C -0.5731 4.8251 -0.5532 -0.02 0.01 -0.04
C -0.3820 4.4484 -3.0215 0.00 -0.01 0.02
C -1.8130 2.9750 -1.6342 -0.02 0.04 -0.03
H 6.2185 3.9399 0.0998 -0.03 -0.04 -0.01
H 5.5080 2.3234 0.1414 -0.01 0.04 0.00
H 4.6511 3.6832 0.8827 0.04 -0.01 -0.01
H 6.3994 3.7884 -2.4562 -0.05 -0.03 0.01
H 4.9534 3.4332 -3.4156 0.03 -0.01 0.02
H 5.6827 2.1749 -2.4098 0.00 0.05 -0.01
H 5.3292 5.7041 -1.3203 -0.04 -0.01 -0.01
H 3.7395 5.5770 -0.5693 0.03 0.00 -0.03
H 3.9042 5.4908 -2.3367 0.01 -0.01 0.04
H 4.1707 0.9733 -1.1668 -0.02 0.04 0.04
H 1.9929 4.6239 -1.5683 0.00 -0.03 0.01
H 0.3336 5.4284 -0.4875 -0.03 -0.01 0.00
H -0.7453 4.3587 0.4210 -0.01 0.09 -0.09
H -1.4079 5.4997 -0.7595 0.02 -0.03 0.03
H 0.4623 5.1389 -3.0645 -0.02 -0.04 -0.01
H -1.2924 5.0188 -3.2195 0.04 -0.01 0.00
H -0.2602 3.7118 -3.8182 -0.01 0.02 0.02
H -1.9983 2.4962 -0.6707 0.01 0.00 -0.06
H -1.8452 2.2043 -2.4029 -0.03 0.04 0.04
H -2.6289 3.6765 -1.8249 0.02 0.00 0.02
F -3.7229 -1.3375 0.7753 -0.12 -0.02 -0.21
B -3.9524 -0.8176 -0.4901 -0.09 0.20 0.09
F -2.4165 -0.5874 -1.0086 0.13 -0.17 -0.02
F -4.4556 -1.6766 -1.3981 0.08 0.09 0.22
F -4.4496 0.4493 -0.4650 0.05 -0.38 -0.08
C 0.1039 -3.8953 3.9208 -0.05 0.11 0.03
Si 0.8824 -4.8190 2.5027 -0.17 0.03 -0.07
C 2.6421 -5.3056 2.8453 0.12 -0.02 0.08
C -0.1897 -6.2901 2.0723 0.08 -0.06 -0.08
C 0.9189 -3.6024 1.0331 -0.03 -0.10 0.09
Te -1.0140 -3.3181 0.1611 0.20 -0.12 -0.07
C -0.7433 -4.6385 -1.4893 -0.07 0.13 -0.01
Si -2.3951 -5.1749 -2.2917 0.02 -0.06 0.07
C -3.7196 -5.2275 -0.9808 -0.04 0.07 0.10
C -2.0998 -6.8756 -2.9839 0.02 -0.09 -0.11
C -2.8185 -3.9377 -3.6101 -0.02 0.11 -0.10
H 0.1142 -4.4964 4.8340 -0.01 0.04 -0.05
H -0.9405 -3.6552 3.6932 0.06 -0.01 0.05
H 0.6243 -2.9549 4.1275 -0.02 -0.07 0.01
H 2.7134 -5.8487 3.7922 0.01 0.02 -0.07
H 3.2842 -4.4235 2.9183 -0.01 -0.05 0.03
H 3.0440 -5.9506 2.0603 -0.02 0.03 0.02
H -0.4175 -6.8654 2.9736 0.03 0.01 -0.05
H 0.2907 -6.9673 1.3600 -0.03 0.04 0.03
H -1.1451 -5.9693 1.6479 -0.03 -0.05 0.04
H 1.5893 -3.9256 0.2337 -0.08 0.05 -0.04
H 1.2566 -2.6267 1.3876 0.04 0.00 -0.02
H -0.2238 -5.4964 -1.0562 -0.02 0.02 0.03
H -0.0833 -4.1563 -2.2102 0.06 -0.03 0.02
H -3.4207 -5.8356 -0.1214 -0.03 0.02 -0.03
H -4.6300 -5.6688 -1.3963 0.04 0.02 0.02
H -3.9822 -4.2271 -0.6198 -0.01 -0.09 -0.02
H -1.8533 -7.5878 -2.1917 -0.01 0.03 -0.04
H -1.2819 -6.8790 -3.7101 -0.05 -0.01 0.04
H -2.9962 -7.2418 -3.4933 0.06 0.01 0.03
H -2.8268 -2.9143 -3.2220 -0.02 -0.06 -0.02
H -3.8191 -4.1380 -4.0036 0.06 0.03 0.00
H -2.1150 -3.9862 -4.4458 -0.03 0.02 0.04
C 1.1555 2.9451 3.5683 -0.03 -0.04 0.01
C 0.7286 2.6268 2.1446 -0.05 0.00 0.13
N -0.7155 2.3706 2.0570 0.22 -0.07 0.15
C -1.3142 1.2005 1.8943 -0.13 0.30 -0.20
S -0.3897 -0.2756 1.7999 0.00 -0.33 -0.16
N -2.6307 1.1408 1.7976 -0.02 0.00 0.18
C -3.5532 2.2733 1.9104 0.05 0.00 0.12
C -3.8672 2.6258 3.3605 0.05 -0.01 -0.06
H 2.2326 3.1135 3.6027 -0.04 0.02 -0.01
H 0.9189 2.1159 4.2376 0.01 0.03 -0.02
H 0.6616 3.8452 3.9412 0.02 -0.04 0.00
H 1.2443 1.7479 1.7707 0.00 -0.02 -0.08
H 0.9521 3.4551 1.4728 0.02 -0.03 -0.03
H -1.3113 3.1645 2.2393 -0.03 0.02 -0.04
H -3.0389 0.2156 1.7399 0.05 0.00 -0.06
H -4.4530 1.9799 1.3785 -0.02 0.00 -0.05
H -3.1362 3.1267 1.3711 -0.02 -0.01 -0.07
H -4.2681 1.7575 3.8828 0.00 0.02 0.01
H -4.6121 3.4205 3.3961 0.03 -0.01 0.00
H -2.9803 2.9670 3.8988 -0.03 -0.02 0.02
```
Forces are in eV/Å.